The following is a DFT calculation (ωB97M-V/def2-TZVPD) of a 17-piece molecular cluster, C68H187N17O17 overall in a non-equilibrium geometry.

Last column: Löwdin spin population.
Geometry (Å):
C: 4.58980 1.55792 2.81612  0.00
C: 5.66895 2.62086 2.93363  0.00
C: 6.64808 2.39488 4.06485  0.00
O: 6.03648 2.62275 5.33887  0.00
C: 6.75784 2.22474 6.43612  0.00
N: 6.32458 2.75616 1.64389  0.00
H: 4.06798 1.60022 3.77216  0.00
H: 4.95044 0.54574 2.63299  0.00
H: 3.91087 1.80269 1.99927  0.00
H: 5.10749 3.53148 3.14248  0.00
H: 7.46674 3.08950 3.87671  0.00
H: 7.16974 1.44754 3.92882  0.00
H: 7.10342 1.19412 6.35554  0.00
H: 6.11734 2.20951 7.31796  0.00
H: 7.64223 2.85672 6.51707  0.00
H: 7.01622 2.05843 1.40957  0.00
H: 6.85598 3.61077 1.72971  0.00
C: 4.17023 3.03713 -1.58355  0.00
C: 5.46932 2.19737 -1.78701  0.00
C: 6.75727 3.03321 -1.75260  0.00
O: 7.95327 2.36752 -2.12275  0.00
C: 7.99151 2.03960 -3.52486  0.00
N: 5.39757 1.15021 -0.72958  0.00
H: 3.29069 2.40550 -1.45886  0.00
H: 3.95218 3.53901 -2.52625  0.00
H: 4.12219 3.82953 -0.83663  0.00
H: 5.30157 1.74132 -2.76271  0.00
H: 6.91649 3.46495 -0.76449  0.00
H: 6.73014 3.94124 -2.35496  0.00
H: 8.93300 1.53506 -3.74198  0.00
H: 8.06820 2.96201 -4.10051  0.00
H: 7.14961 1.47478 -3.92522  0.00
H: 6.04863 0.38881 -0.85801  0.00
H: 5.56722 1.53936 0.18687  0.00
C: -0.03592 0.51975 -1.31489  0.00
C: -0.95142 -0.25901 -0.38926  0.00
C: -1.15373 0.56649 0.93899  0.00
O: 0.14261 0.60822 1.56739  0.00
C: 0.18335 1.37531 2.75660  0.00
N: -2.19969 -0.58566 -1.09349  0.00
H: 0.14937 -0.04792 -2.22676  0.00
H: 0.92359 0.77091 -0.86283  0.00
H: -0.48951 1.45110 -1.65392  0.00
H: -0.43852 -1.19464 -0.16652  0.00
H: -1.81572 0.04821 1.63272  0.00
H: -1.54666 1.56400 0.74235  0.00
H: 1.24317 1.41920 3.00749  0.00
H: -0.41948 0.91830 3.54136  0.00
H: -0.14757 2.39808 2.57624  0.00
H: -2.65025 0.30085 -1.27011  0.00
H: -2.10030 -1.09647 -1.95911  0.00
C: -2.22826 3.36574 -3.36898  0.00
C: -3.30980 4.40158 -3.90476  0.00
C: -3.25715 4.63756 -5.40490  0.00
O: -4.09921 5.65833 -5.85686  0.00
C: -3.99795 5.93712 -7.27297  0.00
N: -4.58655 3.93359 -3.51425  0.00
H: -1.26137 3.81559 -3.59448  0.00
H: -2.40261 2.37179 -3.78101  0.00
H: -2.22805 3.32114 -2.27989  0.00
H: -3.11350 5.39047 -3.49044  0.00
H: -3.58293 3.70541 -5.86650  0.00
H: -2.20615 4.85035 -5.60039  0.00
H: -2.97474 6.17000 -7.56778  0.00
H: -4.69288 6.72107 -7.57397  0.00
H: -4.32703 5.02178 -7.76487  0.00
H: -5.22838 4.59681 -3.92450  0.00
H: -4.70984 3.05248 -3.99231  0.00
C: -2.42119 -3.37473 7.22502  0.00
C: -2.52766 -2.14103 6.38579  0.00
C: -2.86551 -0.89834 7.20969  0.00
O: -3.16405 0.22312 6.34296  0.00
C: -3.25361 1.42165 7.05579  0.00
N: -1.31594 -1.92257 5.60475  0.00
H: -3.35572 -3.65435 7.71139  0.00
H: -1.69383 -3.16859 8.01024  0.00
H: -2.09251 -4.24045 6.65004  0.00
H: -3.37796 -2.24149 5.71126  0.00
H: -1.96334 -0.63628 7.76242  0.00
H: -3.70964 -1.03125 7.88636  0.00
H: -2.36880 1.65868 7.64657  0.00
H: -4.09922 1.43905 7.74334  0.00
H: -3.50090 2.16033 6.29337  0.00
H: -1.51778 -1.29402 4.84036  0.00
H: -0.73531 -1.42152 6.26194  0.00
C: -6.16835 1.11460 -2.71099  0.00
C: -5.13027 0.38917 -3.57488  0.00
C: -5.58027 -1.00701 -3.91021  0.00
O: -4.53685 -1.69504 -4.62912  0.00
C: -4.90711 -3.08071 -4.89425  0.00
N: -4.75031 1.19364 -4.74927  0.00
H: -6.52813 0.47363 -1.90612  0.00
H: -7.10129 1.24816 -3.25861  0.00
H: -5.92230 2.11363 -2.35112  0.00
H: -4.20652 0.32425 -2.99992  0.00
H: -6.48887 -1.02438 -4.51208  0.00
H: -5.78026 -1.50344 -2.96065  0.00
H: -5.06201 -3.66727 -3.98868  0.00
H: -4.21932 -3.64083 -5.52774  0.00
H: -5.86810 -3.19473 -5.39583  0.00
H: -4.15641 0.55619 -5.26020  0.00
H: -5.60736 1.12129 -5.27875  0.00
C: 2.27709 -1.46230 0.49146  0.00
C: 3.45819 -2.44562 0.36084  0.00
C: 3.08248 -3.97993 0.12930  0.00
O: 2.24487 -4.61342 1.13255  0.00
C: 2.89432 -4.80039 2.44109  0.00
N: 4.35747 -1.90721 -0.68082  0.00
H: 2.59349 -0.45555 0.76430  0.00
H: 1.49188 -1.71063 1.20551  0.00
H: 1.74583 -1.42845 -0.45971  0.00
H: 3.92397 -2.30314 1.33595  0.00
H: 3.97472 -4.57472 -0.06626  0.00
H: 2.46031 -3.99756 -0.76552  0.00
H: 3.95555 -5.03216 2.35071  0.00
H: 2.45805 -5.54340 3.10870  0.00
H: 2.77138 -3.86805 2.99219  0.00
H: 4.38006 -0.91814 -0.47750  0.00
H: 4.05969 -2.10686 -1.62505  0.00
C: -4.70393 -4.78902 4.94824  0.03
C: -4.07051 -4.62207 3.52050  0.03
C: -2.72063 -4.00711 3.51819  0.00
O: -2.08836 -4.09850 2.25368  0.00
C: -0.80442 -3.41804 2.26726  0.00
N: -4.03291 -5.98793 2.93349  0.37
H: -5.71951 -5.18299 4.98688  0.00
H: -4.87527 -3.82800 5.43318  0.01
H: -4.01802 -5.26458 5.64928  0.00
H: -4.66885 -4.04814 2.81291  0.00
H: -2.10494 -4.40235 4.32616  0.00
H: -2.77173 -2.95616 3.80279  0.00
H: -0.80143 -2.47541 2.81457  0.00
H: -0.40773 -3.16353 1.28443  0.00
H: -0.05358 -4.08526 2.69054  0.00
H: -5.00488 -6.26142 2.90907  0.01
H: -3.74388 -6.63508 3.65305  0.00
C: 6.15150 -3.54783 -5.77804  0.00
C: 5.59390 -2.39467 -4.98322  0.00
C: 4.34364 -2.75469 -4.23316  0.00
O: 3.78620 -1.79200 -3.36382  0.00
C: 3.47075 -0.53626 -3.87648  0.00
N: 6.66678 -2.02609 -4.06562  0.00
H: 7.13884 -3.34774 -6.19426  0.00
H: 5.44443 -3.82173 -6.56107  0.00
H: 6.31588 -4.40650 -5.12706  0.00
H: 5.55243 -1.50644 -5.61364  0.00
H: 4.54723 -3.63128 -3.61815  0.00
H: 3.63557 -3.16633 -4.95239  0.00
H: 2.94644 0.13354 -3.19488  0.00
H: 2.90644 -0.68629 -4.79688  0.00
H: 4.44266 -0.06988 -4.03763  0.00
H: 6.21354 -1.33900 -3.48032  0.00
H: 6.85754 -2.69733 -3.33546  0.00
C: 0.32708 -2.35344 -3.89934  0.00
C: -1.03960 -1.72126 -4.33191  0.00
C: -1.26457 -1.89991 -5.81249  0.00
O: -0.54044 -0.91888 -6.52376  0.00
C: -0.53322 -1.19257 -7.91053  0.00
N: -2.06694 -2.40168 -3.51415  0.00
H: 0.49462 -3.40426 -4.13562  0.00
H: 0.49255 -2.20711 -2.83196  0.00
H: 1.18627 -1.88939 -4.38364  0.00
H: -1.04656 -0.66910 -4.04728  0.00
H: -2.33187 -1.89466 -6.03375  0.00
H: -1.00806 -2.94360 -5.99419  0.00
H: -0.04759 -2.16550 -7.98584  0.00
H: -0.04094 -0.34167 -8.38142  0.00
H: -1.54883 -1.39333 -8.25160  0.00
H: -2.96626 -2.04339 -3.80217  0.00
H: -2.01177 -3.39905 -3.66353  0.00
C: 1.28554 4.92811 -7.51760  0.00
C: 1.00793 4.77179 -6.02888  0.00
C: 2.11664 3.89497 -5.30697  0.00
O: 2.07856 2.53740 -5.80293  0.00
C: 0.96791 1.79349 -5.42950  0.00
N: 0.95407 6.08133 -5.40373  0.00
H: 0.41373 5.30492 -8.05245  0.00
H: 1.53803 3.93320 -7.88435  0.00
H: 2.16624 5.44827 -7.89429  0.00
H: 0.04657 4.31281 -5.79815  0.00
H: 2.14391 3.92931 -4.21786  0.00
H: 3.09921 4.30602 -5.53872  0.00
H: 1.13698 0.73720 -5.63873  0.00
H: 0.10754 2.06415 -6.04156  0.00
H: 0.82122 1.80859 -4.34952  0.00
H: 0.20899 6.59004 -5.85779  0.00
H: 0.55799 6.03690 -4.47570  0.00
C: 2.54271 7.80141 4.60478  0.00
C: 2.02122 6.64401 3.72759  0.00
C: 1.11243 5.64360 4.55038  0.00
O: 1.89532 4.92390 5.52415  0.00
C: 2.89320 4.07676 4.91817  0.00
N: 1.20318 7.19714 2.65677  0.00
H: 3.25061 8.44577 4.08346  0.00
H: 3.11686 7.46071 5.46639  0.00
H: 1.71745 8.47179 4.84485  0.00
H: 2.85498 6.21631 3.17081  0.00
H: 0.64765 4.94568 3.85396  0.00
H: 0.34086 6.14522 5.13446  0.00
H: 3.31285 3.49359 5.73787  0.00
H: 3.78301 4.62673 4.61179  0.00
H: 2.47214 3.38211 4.19134  0.00
H: 1.74870 7.91337 2.19902  0.00
H: 1.03167 6.42761 2.02550  0.00
C: -1.28589 6.58207 -1.00799  0.00
C: 0.23972 6.44728 -1.13010  0.00
C: 0.83591 5.01032 -0.66721  0.00
O: 1.00433 4.92069 0.77090  0.00
C: 1.96980 3.95958 1.16612  0.00
N: 0.56399 6.66809 -2.51246  0.00
H: -1.57538 6.46863 0.03673  0.00
H: -1.88369 5.81399 -1.49869  0.00
H: -1.67746 7.55581 -1.30229  0.00
H: 0.79470 7.25055 -0.64547  0.00
H: 1.79509 4.85466 -1.16101  0.00
H: 0.10128 4.29791 -1.04256  0.00
H: 1.79019 2.95575 0.78119  0.00
H: 1.90364 3.78627 2.24022  0.00
H: 2.95510 4.29949 0.84713  0.00
H: 1.47599 6.98464 -2.80938  0.00
H: 0.01136 7.46601 -2.79178  0.00
C: -5.06553 -7.61600 -2.01334  0.00
C: -4.23339 -6.64453 -1.18844  0.00
C: -4.90400 -5.26483 -0.92967  0.00
O: -3.95154 -4.50218 -0.15105  0.00
C: -4.23295 -3.10033 -0.20806  0.00
N: -3.88745 -7.18886 0.09572  0.00
H: -5.91078 -7.88796 -1.38112  0.00
H: -4.55236 -8.57082 -2.12774  0.00
H: -5.38578 -7.25963 -2.99239  0.00
H: -3.35199 -6.48900 -1.81057  0.00
H: -5.85845 -5.39580 -0.41980  0.00
H: -5.17227 -4.79282 -1.87484  0.00
H: -4.18811 -2.77453 -1.24727  0.00
H: -3.51656 -2.45178 0.29618  0.00
H: -5.24902 -2.86900 0.11161  0.00
H: -4.73433 -7.63735 0.41469  0.00
H: -3.37881 -8.03358 -0.12300  0.00
C: -3.87815 0.82632 3.19451  0.00
C: -4.61734 0.42259 1.91016  0.00
C: -5.91461 -0.36755 2.25075  0.00
O: -6.57553 -0.87020 1.06729  0.00
C: -7.81787 -1.49211 1.39514  0.00
N: -4.98975 1.61668 1.08731  0.00
H: -3.61688 -0.01140 3.84109  0.00
H: -4.54122 1.52259 3.70797  0.00
H: -2.96763 1.40166 3.02705  0.00
H: -4.00197 -0.21364 1.27406  0.00
H: -6.52390 0.24198 2.91808  0.00
H: -5.61053 -1.27630 2.77018  0.00
H: -7.57743 -2.27690 2.11235  0.00
H: -8.21958 -1.93957 0.48602  0.00
H: -8.52937 -0.77654 1.80724  0.00
H: -5.43323 1.30240 0.23605  0.00
H: -5.71483 2.15988 1.53373  0.00
C: 0.81452 1.50032 6.60684  0.00
C: 1.55116 0.21838 6.34895  0.00
C: 3.09742 0.37516 6.69882  0.00
O: 3.85515 -0.81258 6.38534  0.00
C: 4.09454 -0.97501 5.01327  0.00
N: 1.01543 -0.88284 7.14968  0.00
H: 0.91348 1.77547 7.65689  0.00
H: -0.24952 1.37509 6.40624  0.00
H: 1.12650 2.39550 6.06886  0.00
H: 1.48564 -0.08790 5.30493  0.00
H: 3.12362 0.45182 7.78580  0.00
H: 3.52615 1.26661 6.24099  0.00
H: 3.28037 -0.64922 4.36590  0.00
H: 4.25518 -2.03749 4.83038  0.00
H: 4.95594 -0.44608 4.60544  0.00
H: 1.38513 -1.75936 6.81037  0.00
H: 1.28763 -0.72296 8.10908  0.00
C: 0.85716 -7.88223 1.72421  0.04
C: -0.05867 -6.74606 1.52251  0.04
C: -0.19135 -6.33064 0.01862  0.01
O: -1.21554 -5.25777 -0.03770  0.02
C: -1.00588 -4.35070 -1.14507  0.00
N: -1.40274 -7.09265 2.01670  0.41
H: 0.81275 -8.75799 1.07679  0.00
H: 0.95647 -8.24522 2.74718  0.00
H: 1.84385 -7.45936 1.53521  0.01
H: 0.31220 -5.95087 2.16922  0.00
H: -0.36802 -7.22514 -0.57868  0.00
H: 0.77848 -5.88392 -0.20037  0.00
H: -1.71071 -4.55893 -1.95002  0.00
H: -0.03974 -4.29218 -1.64631  0.00
H: -1.12309 -3.30457 -0.86225  0.00
H: -1.35057 -7.27793 3.00819  0.01
H: -1.49337 -8.04991 1.70760  0.01

Forces on atoms 1 to 6 (eV/Å):
C -0.176 0.187 0.487
C -0.737 -1.108 -0.280
C 0.299 0.677 0.218
O -1.089 -0.215 -2.112
C 0.947 -0.709 0.566
N 0.268 1.284 0.270

The LUMO energy (alpha / beta) comes out at -1.867 / -6.568 eV. The calculation puts the energy above the lowest of the compared OMol25 structures with the same formula, charge and spin at 1.131 eV. For the max |F|, the calculation gives 2.9 eV Å⁻¹. As for the net charge: +1. As for the HOMO-LUMO gap (alpha / beta): 0.2955 / 0.1227 Ha. For the total energy, the calculation gives -4912.1663 hartree. As for the spin multiplicity: 2.